No. 1
This record from OMol25 describes a molecular structure, C53H54Cl3CsN6O8PSeTe in a non-equilibrium geometry. The level of theory is ωB97M-V/def2-TZVPD.

For the energy relative to the best compared isomer or geometry (same formula, charge and spin), the calculation gives 14.7 kcal per mole. The energy comes out at -7394.04392 Eh. Its total charge is -1. Its molecular weight is 1379.85 g mol⁻¹.

Each line ends with the Löwdin charge.
CARTESIAN COORDINATES (ANGSTROEM)
C 4.362 2.055 1.159  -0.150
H 3.061 -1.080 3.257  0.098
C -1.884 3.108 0.516  -0.219
H 0.955 0.663 5.195  0.040
C -3.638 -1.737 -6.187  -0.046
C 2.494 -3.213 5.817  0.009
C 1.110 -3.099 5.816  -0.119
C -0.875 2.917 8.092  -0.096
C 0.521 -2.323 4.827  -0.133
N 3.021 -4.409 1.443  -0.207
C -0.060 2.378 7.111  -0.050
C -0.642 -3.991 -1.046  -0.701
C 3.216 -2.501 4.875  -0.034
Cs 0.502 -0.616 -0.782  1.227
H 1.298 -0.217 -4.429  0.092
H -4.091 -0.014 -0.434  0.074
H -2.441 5.326 -2.480  0.103
N 0.289 -3.085 -3.818  0.020
H 6.748 -2.398 -1.591  0.099
H -2.287 0.065 -8.694  0.100
H -3.294 2.111 -0.755  0.121
C -2.491 1.853 4.264  -0.417
N 1.204 -1.608 3.949  0.013
H -1.604 3.113 1.579  0.095
H 4.511 -1.349 -1.507  0.106
C 0.289 3.458 -0.282  -0.122
C 5.501 2.411 0.457  -0.695
H -4.002 2.833 0.707  0.133
C -1.932 2.238 5.605  -0.292
N 2.494 -2.318 0.019  -0.374
C 4.740 -2.242 -0.937  -0.014
C 1.247 3.198 -6.199  -0.087
H -3.883 -1.804 -8.315  0.099
H 4.312 2.163 2.233  0.099
H -3.425 1.304 4.372  0.059
C 2.530 -1.690 3.980  -0.165
H -3.796 2.934 6.391  0.112
H 0.701 3.606 0.723  0.080
C 0.272 -3.810 6.830  -0.449
H -0.736 3.413 -5.436  0.102
O 0.019 -4.850 -0.440  -0.097
H 5.525 -5.442 1.185  0.106
C -4.174 4.250 -3.151  -0.101
H -2.384 -2.184 -1.138  0.048
Se 1.651 -3.372 1.135  1.240
C -2.819 4.396 -2.887  -0.091
H -4.859 5.064 -2.953  0.096
C -0.941 -1.651 7.435  -0.261
C 5.560 2.234 -0.917  -0.156
H 7.246 -4.424 -0.269  0.094
H -4.139 1.094 -4.361  0.096
C 3.292 1.538 0.463  -0.540
C -1.202 -4.422 -2.408  -0.106
H -1.186 -1.368 8.461  0.128
Cl 6.874 3.074 1.305  0.608
C 1.275 0.738 -4.942  -0.106
C 0.137 1.537 -4.846  -0.384
H -0.896 3.465 -2.887  0.102
H -1.174 1.121 -6.805  0.094
C -3.134 2.278 0.316  -0.197
H -1.989 -3.762 -2.757  0.077
C -2.742 2.785 6.593  -0.045
H -0.412 -4.962 -4.337  0.105
C -3.014 -1.135 -5.092  -0.221
Cl 1.888 1.037 1.381  0.596
H 4.294 -2.562 4.832  0.109
H -0.462 3.173 9.059  0.096
H 0.993 2.215 7.310  0.113
O -3.249 -2.065 -1.618  -0.098
H -1.602 -5.430 -2.285  0.117
H 3.248 0.513 -5.731  0.088
H 2.981 -3.849 6.545  0.124
C -3.760 2.016 -3.940  -0.081
C 5.969 -2.826 -0.973  -0.089
H -3.969 -2.613 -3.785  0.130
C 6.257 -3.989 -0.208  -0.101
C 4.465 1.727 -1.581  -0.584
H 6.453 2.492 -1.468  0.098
H -5.698 2.923 -3.873  0.099
N -2.882 -1.271 -2.699  -0.005
N -0.720 -3.084 7.428  0.104
C -2.397 2.153 -3.681  -0.355
C -1.872 0.319 -6.612  -0.067
Te -1.027 0.584 3.351  1.374
C -2.222 3.121 7.831  -0.095
H 0.010 4.439 -0.695  0.089
H 0.764 -5.020 -3.011  0.111
P -1.231 0.759 -3.895  1.117
H 3.231 2.717 -6.860  0.099
O 2.209 0.954 -1.565  -0.463
C 5.316 -4.559 0.598  -0.039
H -2.868 3.534 8.596  0.097
C 3.738 -2.813 -0.112  -0.377
C -0.074 -4.447 -3.432  -0.274
C -1.944 3.350 -3.127  -0.119
H 1.233 4.167 -6.682  0.098
Cl 4.564 1.503 -3.300  0.718
C 0.294 1.433 4.802  -0.417
C 4.027 -3.970 0.668  -0.393
C 0.139 2.775 -5.481  -0.107
C 3.233 1.373 -0.953  -0.573
O -3.016 1.045 0.987  -0.277
C -2.101 -0.086 -5.300  -0.282
H 1.128 -3.091 -4.387  0.065
C -4.063 0.163 0.643  -0.094
O 0.461 -4.978 7.118  0.067
H 0.912 2.190 4.317  0.053
C -4.642 3.052 -3.669  -0.089
H -0.558 -2.272 4.737  0.091
C -0.577 2.031 5.867  -0.293
C -3.346 -1.717 -3.790  -0.127
H 0.514 -2.529 -2.997  0.011
O -2.029 -1.219 6.666  -0.047
C -2.500 -0.282 -7.691  -0.079
C 2.374 1.148 -5.675  -0.126
H -1.758 -1.041 5.755  0.010
H -4.324 -2.555 -6.007  0.107
H -1.287 -3.640 8.049  0.144
H -5.034 0.560 0.971  0.090
H 1.043 2.990 -0.912  0.075
H -2.100 4.145 0.216  0.124
O -0.826 2.594 -0.257  -0.229
O -0.811 -2.790 -0.658  -0.421
C -3.391 -1.320 -7.482  -0.087
H -3.872 -0.784 1.143  0.093
H -2.686 2.729 3.644  0.053
H -0.015 -1.146 7.148  0.125
C 2.365 2.384 -6.304  -0.095



No. 2
This record from OMol25 describes a molecular structure, C53H56AuN7O3 in a non-equilibrium geometry. The level of theory is ωB97M-V/def2-TZVPD.

Its spin multiplicity is 3. The expectation value of S² is 2.01. The energy comes out at -2797.71077 Eh. Its total charge is 0. Its molecular weight is 1036.04 g mol⁻¹.

Each line ends with the Mulliken spin population.
CARTESIAN COORDINATES (ANGSTROEM)
H 1.311 0.514 -1.759  -0.017
H -5.130 -4.565 2.604  0.000
C -0.512 -3.918 -2.885  0.000
C 2.386 -0.634 0.520  0.000
N -4.909 -3.686 2.175  0.000
C 5.621 0.206 -1.354  0.000
N -2.671 5.904 -0.799  0.022
C 0.170 4.416 -0.429  -0.037
H 4.465 1.441 0.019  0.000
H -1.406 1.341 -3.165  -0.003
H -4.662 4.317 -1.610  0.000
H -0.867 5.910 -2.761  -0.001
H 2.159 1.451 3.278  0.007
H -0.794 3.993 3.674  -0.032
N -2.653 -4.112 2.433  0.000
C 2.840 -3.935 -1.022  0.001
H 2.769 3.464 1.435  -0.018
N -2.097 0.885 1.261  -0.016
C -3.624 -3.209 2.155  0.000
H 6.617 -1.163 -2.662  0.000
H 1.714 5.594 0.742  -0.016
H -0.368 2.047 4.880  0.001
H 6.345 0.993 -1.535  0.000
H -0.457 5.989 2.002  0.027
H -1.939 2.309 -1.793  -0.018
C 1.565 -3.960 2.883  0.000
C 1.026 4.757 0.832  0.020
C 3.794 -1.755 -0.895  0.001
H 2.962 3.676 4.044  0.002
N -1.997 5.715 0.216  -0.016
C 2.760 -2.650 -0.544  -0.001
H 2.896 -5.674 3.119  0.000
C 4.893 -3.379 -2.241  0.001
H -3.930 -0.032 1.200  0.001
C -0.795 -5.572 -0.349  0.000
C 2.957 -4.603 2.901  0.000
H -2.705 -2.619 -0.514  0.000
C -2.425 -3.101 -1.456  0.000
H 0.716 -6.508 2.528  0.000
C -3.429 0.925 1.141  0.001
H 3.583 -4.134 3.665  0.000
H -0.415 -2.374 -1.412  0.000
C -3.974 3.797 -3.559  0.002
H -2.843 -5.100 2.417  0.000
C 4.538 0.475 -0.471  -0.003
C -2.981 3.950 -4.523  0.001
C -0.460 -4.222 -0.375  0.000
C 2.173 3.141 4.584  0.014
C 0.297 -3.688 0.681  0.001
H -1.114 0.759 -1.518  -0.011
H 0.559 -4.131 -2.921  0.000
H 1.696 -2.893 2.722  0.000
C 4.856 -2.052 -1.736  -0.001
H 2.116 -4.698 -0.762  0.000
C -4.103 2.117 0.993  0.004
H 1.103 0.872 -3.481  -0.001
O -3.196 3.336 -5.709  0.000
C 1.800 -1.875 0.314  -0.002
H -1.383 -5.992 -1.159  0.000
C -3.375 3.283 0.836  0.021
H -1.703 -3.844 2.227  0.000
C 1.304 1.316 -2.502  0.052
C -1.146 1.652 -2.150  0.108
H 1.471 -3.765 5.042  0.000
H 3.449 -4.476 1.934  0.000
C -2.705 5.126 -1.995  -0.003
H -0.634 -7.447 0.686  0.000
C -0.215 4.965 1.720  0.039
C 0.562 3.068 -0.885  0.535
H 2.640 2.599 5.410  0.003
C -0.377 -6.393 0.689  0.000
C 0.078 1.974 1.427  0.150
C 0.384 -5.863 1.721  0.000
N 0.892 1.095 0.666  0.009
O -3.387 -2.022 1.901  0.000
H 3.980 -5.295 -2.251  0.000
H -2.965 -4.049 -1.534  0.000
H -5.185 2.142 0.980  0.000
C 3.602 -0.504 -0.258  0.000
H 0.842 0.812 5.251  0.001
H -1.054 -4.845 -3.096  0.000
H -1.089 4.880 -4.965  0.000
H 5.696 -3.683 -2.904  0.000
H -3.892 4.223 0.719  0.004
C 1.095 2.445 0.301  -0.009
H 0.100 5.185 -1.193  0.029
H 0.634 -5.196 4.423  0.000
C -2.180 3.463 -6.688  0.000
C -1.382 2.028 1.174  0.014
O 1.906 0.365 1.342  0.012
H -4.849 3.204 -3.800  0.000
H -2.748 -2.458 -2.280  0.000
C 3.922 -4.278 -1.876  0.000
H 1.485 3.881 5.003  -0.007
Au -0.955 -0.994 1.177  0.007
C -0.911 -3.337 -1.523  0.000
C 0.731 -4.513 1.738  0.000
C -0.097 4.019 2.842  0.800
C 1.686 3.440 1.311  0.100
C -1.866 4.717 -4.228  0.001
H 0.205 3.109 -2.949  0.010
C -1.984 3.260 0.835  0.043
H -2.507 2.881 -7.542  0.000
H -1.225 3.069 -6.327  0.000
C -3.854 4.403 -2.327  0.001
H -0.098 -3.594 4.237  0.000
C 0.805 2.902 2.480  -0.017
C 0.848 -4.142 4.226  0.000
H -0.748 -3.207 -3.681  0.000
C 5.788 -1.002 -1.981  0.000
H 2.302 1.766 -2.524  -0.005
H -5.634 -2.999 2.117  0.000
C 0.377 1.376 4.439  0.006
C -1.731 5.292 -2.970  -0.001
C 1.439 2.160 3.666  -0.015
H -0.142 0.664 3.789  -0.008
C 0.227 2.352 -2.158  0.087
C -1.191 4.529 0.542  0.118
H -2.043 4.505 -6.991  0.000
N 0.577 -2.301 0.702  0.000



> The highest total charge belongs to which entry?

C53H56AuN7O3